A) The following is a quantum chemistry calculation of the molecule C19H25N5OS, from the OMol25 dataset.

Properties
SMILES: CC[C@@H](O)CNc1nc(-n2nc(C)cc2C)nc2sc3c(c12)CCCC3
Kohn-Sham gap in Eh: 0.2856
E_LUMO in eV: 0.09
E_HOMO in eV: -7.68

Each line ends with the Mulliken charge.
Atoms and positions in Å:
C  1.07723  -1.83160  -4.65098  -1.04
C  1.99903  -1.61269  -3.66467  -0.96
C  1.18639  -1.41397  -2.21540  0.80
O  0.63640  -2.58490  -1.83067  -0.51
C  2.14192  -0.88335  -1.14285  -1.71
N  1.78161  0.35162  -0.44057  0.10
C  0.60494  0.28866  0.32241  0.57
N  0.11118  -0.74355  0.23462  0.02
C  -1.18298  -0.67703  0.89374  -0.21
N  -1.84260  -2.00437  0.81801  1.10
N  -1.43840  -2.96188  0.19476  -1.37
C  -2.32507  -3.98178  0.31952  0.17
C  -1.83985  -5.31110  -0.64360  -1.35
C  -3.24322  -3.72764  1.10664  -1.30
C  -3.13225  -2.33515  1.49988  0.70
C  -3.77103  -1.69260  2.62938  -1.19
N  -1.96878  0.20701  1.70010  -0.30
C  -0.96173  1.27850  1.59353  0.24
S  -1.54601  2.76195  2.52799  -0.41
C  -0.21191  3.52725  2.03305  0.27
C  0.78795  2.81594  1.29560  0.26
C  0.09888  1.53585  0.92083  -0.62
C  2.22089  3.36424  0.71869  -1.25
C  2.35360  4.70544  1.28065  -0.36
C  1.33369  5.56823  1.40416  -0.61
C  0.12869  4.94422  2.10148  -0.48
H  0.41809  -2.79375  -4.52274  0.22
H  1.69594  -1.78482  -5.59436  0.37
H  0.33726  -0.92875  -4.89082  0.22
H  2.42516  -0.69251  -3.63026  0.51
H  2.69702  -2.28119  -3.59631  0.53
H  0.23048  -0.56541  -2.28414  0.06
H  0.11948  -2.53032  -0.92714  0.61
H  2.11043  -1.90298  -0.32981  0.32
H  3.14619  -0.90737  -1.34806  0.68
H  2.28115  1.25405  -0.69574  0.30
H  -1.93204  -6.05014  0.04686  0.42
H  -0.95105  -5.24153  -1.00513  0.41
H  -2.83045  -5.49735  -1.12678  0.32
H  -3.91310  -4.25016  1.41875  0.84
H  -3.91568  -0.61892  2.13584  0.32
H  -3.15301  -1.15076  3.39303  0.31
H  -4.71963  -2.08091  3.01845  0.33
H  2.92766  2.55974  0.79097  0.59
H  2.10816  3.46119  -0.33645  0.51
H  3.20824  5.17953  0.51339  0.20
H  2.71502  4.35647  2.30136  0.22
H  1.38775  6.54701  1.84519  0.30
H  0.91669  5.69370  0.19336  0.19
H  -0.74058  5.61426  2.26200  0.42
H  0.43228  5.02362  3.36226  0.22



B) The following is a quantum chemistry calculation of the molecule C19H25N5OS, from the OMol25 dataset.

Properties
SMILES: CCCn1c2ccc(C)cc2c2nnc(SCCN3CCOCC3)nc21
Kohn-Sham gap in Eh: 0.2970
E_LUMO in eV: 0.06
E_HOMO in eV: -8.02

Each line ends with the Mulliken charge.
Atoms and positions in Å:
C  0.83004  1.41704  -4.13532  -1.19
C  -0.03946  0.32776  -4.75017  -0.24
C  -0.85175  -0.41860  -3.68716  -1.14
N  -0.00757  -1.09012  -2.73345  0.25
C  0.71186  -2.26033  -2.93368  0.12
C  0.74190  -3.09703  -4.03625  -0.72
C  1.54409  -4.22184  -3.97204  -0.78
C  2.31105  -4.53261  -2.84557  0.99
C  3.16565  -5.76427  -2.85090  -1.55
C  2.27680  -3.69534  -1.74233  -0.79
C  1.47863  -2.56169  -1.78418  0.06
C  1.20816  -1.51092  -0.84740  0.87
N  1.62402  -1.25087  0.37299  -0.82
N  1.16692  -0.17402  0.95543  -0.31
C  0.30393  0.61704  0.32534  0.29
S  -0.26828  2.02366  1.17298  -0.17
C  0.67771  1.85853  2.72935  -0.55
C  0.16133  2.87024  3.74088  -1.12
N  -1.26608  2.73623  3.94619  0.42
C  -1.62903  1.58479  4.75265  -0.53
C  -3.15202  1.45596  4.77322  -0.75
O  -3.76062  2.61474  5.29209  -0.39
C  -3.39225  3.74075  4.53148  -0.62
C  -1.87497  3.92728  4.50869  -0.67
N  -0.18823  0.45299  -0.91045  -0.41
C  0.28110  -0.62836  -1.50043  0.67
H  1.58190  0.98499  -3.47832  0.26
H  0.22317  2.10432  -3.55070  0.30
H  1.34201  1.97770  -4.91343  0.41
H  0.59053  -0.38128  -5.29179  0.28
H  -0.73899  0.77086  -5.46112  0.41
H  -1.50718  -1.15683  -4.15993  0.37
H  -1.45832  0.29143  -3.11982  0.44
H  0.15832  -2.88776  -4.91955  0.38
H  1.58078  -4.88720  -4.82260  0.41
H  3.58696  -5.94742  -1.86625  0.35
H  3.98473  -5.65189  -3.56106  0.31
H  2.58286  -6.63370  -3.15055  0.37
H  2.85472  -3.90987  -0.85694  0.43
H  0.56174  0.83090  3.06473  0.34
H  1.72761  2.03724  2.50256  0.54
H  0.73353  2.75390  4.67984  0.35
H  0.34588  3.87556  3.35334  0.41
H  -1.20292  0.68166  4.31532  0.32
H  -1.25677  1.68801  5.78885  0.31
H  -3.46212  0.63134  5.41750  0.37
H  -3.50608  1.27656  3.74711  0.33
H  -3.88111  4.59892  4.99589  0.36
H  -3.74994  3.62611  3.49753  0.32
H  -1.62650  4.78514  3.88075  0.42
H  -1.51776  4.12032  5.53671  0.31



Pick B): it beats the second-best structure by 314.9 kcal/mol.



A) The following is a quantum chemistry calculation of the molecule C4H2N2O, from the OMol25 dataset.

Properties
Kohn-Sham gap in Eh: 0.3132
E_LUMO in eV: -1.50
E_HOMO in eV: -10.02

Each line ends with the Mulliken charge.
Atoms and positions in Å:
C  0.68784  -0.93476  2.87007  0.23
C  0.79608  -0.57314  0.24448  -0.46
C  -0.96935  0.68225  0.08791  0.30
C  0.51565  -0.58206  1.54784  0.58
N  0.58932  -1.22192  3.97561  -0.38
N  -0.01626  0.10308  -0.60782  -0.50
O  -1.13471  0.50859  1.33964  -0.44
H  1.68426  -1.01956  -0.29837  0.35
H  -1.77301  1.37473  -0.44119  0.31



B) The following is a quantum chemistry calculation of the molecule C4H2N2O, from the OMol25 dataset.

Properties
SMILES: C=C(C#N)OC#N
Kohn-Sham gap in Eh: 0.3945
E_LUMO in eV: -0.52
E_HOMO in eV: -11.26

Each line ends with the Mulliken charge.
Atoms and positions in Å:
C  0.48431  -1.04651  0.94858  -0.73
C  -0.00470  -0.33393  -0.00773  0.43
C  -1.34309  -0.26790  -0.40294  0.20
N  -2.46156  -0.32661  -0.60610  -0.30
O  1.08067  0.50769  -0.87126  -0.37
C  0.66140  1.73032  -0.91722  0.47
N  0.18047  2.77106  -0.89745  -0.37
H  1.45121  -1.24836  1.16331  0.37
H  -0.04871  -1.78576  1.59080  0.29



Pick A): it beats the second-best structure by 2.3 kcal/mol.



A) The following is a quantum chemistry calculation of a cluster of 3 separate species, C2H11NO3 in total, from the OMol25 dataset.

Properties
SMILES: CNCO.O.O
Kohn-Sham gap in Eh: 0.3692
E_LUMO in eV: 0.48
E_HOMO in eV: -9.57

Each line ends with the Mulliken charge.
Atoms and positions in Å:
C  -0.09176  0.83263  -1.14270  -0.80
N  -0.85225  0.56251  0.08669  -0.29
C  -2.25045  0.30729  -0.15423  -0.54
O  -2.96374  1.33930  -0.79147  -0.52
H  0.36159  -0.08462  -1.51034  0.23
H  0.59739  1.66235  -0.98525  0.35
H  -0.75406  1.22942  -1.91203  0.31
H  -0.79942  1.33379  0.73612  0.24
H  -2.33523  -0.56560  -0.80461  0.33
H  -2.72175  -0.01177  0.78123  0.39
H  -3.25514  2.01041  -0.16887  0.32
O  4.82450  0.00228  1.96645  -0.64
H  4.29915  0.23500  1.18299  0.32
H  5.46015  -0.65666  1.66964  0.32
O  0.00710  -3.06020  0.15240  -0.65
H  0.90402  -2.90546  0.47931  0.32
H  -0.43007  -2.23066  0.41466  0.32



B) The following is a quantum chemistry calculation of a cluster of 4 separate species, C2H11NO3 in total, from the OMol25 dataset.

Properties
SMILES: C=NC.O.O.O
Kohn-Sham gap in Eh: 0.3807
E_LUMO in eV: 0.64
E_HOMO in eV: -9.72

Each line ends with the Mulliken charge.
Atoms and positions in Å:
C  -1.28585  -0.46933  -0.09958  -0.49
N  -0.09534  -0.13014  0.11661  -0.28
C  0.39577  1.13665  -0.38625  -0.86
H  -1.65974  -1.42830  0.27398  0.35
H  -2.01711  0.07186  -0.72043  0.32
H  -0.12432  1.94783  0.12056  0.33
H  0.32861  1.29561  -1.46324  0.35
H  1.43518  1.23642  -0.10447  0.31
O  -1.31150  -2.04886  -2.92017  -0.65
H  -0.54313  -1.48025  -2.80908  0.32
H  -1.22135  -2.69348  -2.21195  0.32
O  3.51861  -0.37159  0.46712  -0.65
H  3.43016  -0.72000  -0.42173  0.31
H  3.09586  -0.99789  1.06362  0.32
O  -1.40082  2.01806  2.74798  -0.64
H  -0.72433  1.93125  3.43240  0.32
H  -1.87817  1.18882  2.69703  0.31



Pick A): it beats the second-best structure by 11.8 kcal/mol.



A) The following is a quantum chemistry calculation of a cluster of 4 separate species, C2H11NO3 in total, from the OMol25 dataset.

Properties
SMILES: C=NC.O.O.O
Kohn-Sham gap in Eh: 0.3843
E_LUMO in eV: 0.58
E_HOMO in eV: -9.87

Each line ends with the Mulliken charge.
Atoms and positions in Å:
C  0.77749  1.29842  -0.51420  -0.32
N  0.56349  0.41105  0.45181  -0.47
C  -0.71078  0.32384  1.12517  -0.85
H  1.85475  1.48732  -0.77968  0.27
H  -0.20648  1.64936  -0.89452  0.29
H  -1.52468  0.38131  0.37610  0.39
H  -0.82798  1.08890  1.94621  0.32
H  -0.75379  -0.62773  1.69603  0.25
O  1.70939  -0.76266  2.85147  -0.66
H  2.67993  -0.54543  3.05811  0.34
H  1.59428  -0.24613  2.00450  0.43
O  -0.09928  -1.59205  -1.57722  -0.65
H  0.44059  -1.24547  -0.85459  0.33
H  0.03106  -2.53892  -1.79396  0.29
O  -1.70053  0.64361  -2.34916  -0.63
H  -1.32651  -0.14345  -1.88720  0.35
H  -2.50093  0.41804  -2.85889  0.31



B) The following is a quantum chemistry calculation of a cluster of 4 separate species, C2H11NO3 in total, from the OMol25 dataset.

Properties
SMILES: C=NC.O.O.O
Kohn-Sham gap in Eh: 0.3660
E_LUMO in eV: 0.17
E_HOMO in eV: -9.79

Each line ends with the Mulliken charge.
Atoms and positions in Å:
C  -0.59337  1.55736  -2.19704  -0.19
N  -0.56842  0.82625  -3.21958  -0.38
C  -0.89415  -0.57387  -3.04025  -0.72
H  -0.37748  2.61597  -2.30143  0.34
H  -1.00641  1.12713  -1.27197  0.11
H  -0.01248  -1.16044  -2.79547  0.26
H  -1.25549  -0.99223  -3.97815  0.26
H  -1.65247  -0.70018  -2.30081  0.33
O  2.92243  2.36299  -0.24986  -0.64
H  2.98517  1.65040  0.39669  0.31
H  2.34803  1.96503  -0.91610  0.32
O  0.65377  -2.82238  5.85735  -0.64
H  1.09468  -2.33101  6.55771  0.32
H  1.30721  -2.94207  5.15928  0.32
O  -1.99089  -0.28417  1.22482  -0.63
H  -1.89084  0.16148  2.07526  0.32
H  -1.06930  -0.46026  0.99955  0.31



Pick B): it beats the second-best structure by 2.5 kcal/mol.



A) The following is a quantum chemistry calculation of a cluster of 2 separate species, CH4NO4P in total, from the OMol25 dataset.

Properties
Kohn-Sham gap in Eh: 0.1909
E_LUMO in eV: 6.42
E_HOMO in eV: 1.23
Total charge: -2

Each line ends with the Mulliken charge.
Atoms and positions in Å:
C  0.80042  1.95333  -0.23933  -0.26
N  0.85137  -0.84169  -0.24051  -0.79
O  -0.80618  -2.70067  1.01597  -0.80
O  -1.51070  -0.19304  0.60267  -0.66
O  -1.37285  -1.88681  -1.33024  -0.84
O  0.15802  2.90274  0.26185  -0.58
P  -0.67250  -1.59688  -0.00784  0.91
H  0.49821  1.57806  -1.17367  0.37
H  1.67365  1.46014  0.21663  0.28
H  1.52442  -1.34740  0.34656  0.06
H  -1.14385  0.67222  0.54793  0.29



B) The following is a quantum chemistry calculation of a cluster of 3 separate species, CH4NO4P in total, from the OMol25 dataset.

Properties
Kohn-Sham gap in Eh: 0.1204
E_LUMO in eV: 4.69
E_HOMO in eV: 1.41
Total charge: -2

Each line ends with the Mulliken charge.
Atoms and positions in Å:
C  -2.19009  0.48754  1.32379  0.16
N  -3.10525  1.35564  1.26383  -0.69
O  -5.68810  -0.48453  4.11012  -0.61
O  -3.26685  0.28651  4.43623  -0.68
O  -5.13322  1.34385  5.83686  -0.62
O  -1.87008  -0.36689  2.29376  -0.50
P  -4.71246  0.38838  4.79306  0.87
H  -1.53270  0.39011  0.45976  0.33
H  10.06770  -2.73658  -8.35435  -1.00
H  -3.68505  1.38510  2.10524  0.27
H  -2.45038  -0.20612  3.09453  0.46



Pick B): it beats the second-best structure by 30.2 kcal/mol.